(1)
Formula: C6H12P2
Source: OMol25
Level of theory: ωB97M-V/def2-TZVPD

Values from the calculation:
Energy above the lowest of the compared OMol25 structures with the same formula, charge and spin ... 36.1 kcal/mol
LUMO energy ... 0.0064 hartree
SMILES ... CCC1=P#[PH]1.C=CC
HOMO ... -8.44 eV
M ... 146.110 g mol⁻¹
Frontier orbital gap ... 8.61 eV
Largest force on an atom ... 4.0 eV Å⁻¹
DFT total energy ... -918.391989 hartree

Cartesian coordinates (Å):
C  1.301418  1.601112  0.116656
C  1.517351  0.300780  -0.707695
C  2.089461  -0.856625  0.018159
P  2.814325  -1.210903  1.446509
P  2.356802  -2.673520  -0.021464
H  2.028402  1.881482  0.893246
H  0.325967  1.432849  0.687585
H  1.053924  2.435617  -0.613493
H  1.888104  0.555061  -1.753591
H  0.457160  0.057275  -0.930996
H  1.163065  -3.180438  0.597728
C  -1.680010  -1.129395  0.820213
C  -2.182975  -0.489470  -0.239070
C  -1.961819  0.974225  -0.384439
H  -1.661472  -2.264880  0.781713
H  -1.336687  -0.577228  1.718030
H  -2.574106  -1.043668  -1.005392
H  -1.289331  1.099053  -1.177364
H  -1.506736  1.537298  0.394011
H  -2.802852  1.551375  -0.640337

Cartesian forces (eV/Å) of the 3 atoms listed first:
-1.7 0.2 0.1
-1.3 0.9 -0.9
0.2 0.2 0.2

***

(2)
Formula: C6H12S4
Source: OMol25
Level of theory: ωB97M-V/def2-TZVPD

Values from the calculation:
Energy above the lowest of the compared OMol25 structures with the same formula, charge and spin ... 11.2 kcal/mol
LUMO energy ... 0.0239 hartree
SMILES ... C1CSSC1.C1CSSC1
HOMO ... -7.72 eV
M ... 212.430 g mol⁻¹
Frontier orbital gap ... 8.37 eV
Largest force on an atom ... 2.1 eV Å⁻¹
DFT total energy ... -1828.543978 hartree

Cartesian coordinates (Å):
C  1.191749  0.472811  2.798380
C  0.908489  -0.414897  1.589197
S  2.168914  -0.175321  0.281364
S  3.582032  0.306482  1.631330
C  2.513960  1.182049  2.754179
H  1.235865  -0.158758  3.706472
H  0.265379  1.076393  2.852890
H  0.988923  -1.484159  1.864232
H  -0.127671  -0.233027  1.244601
H  2.354808  2.211179  2.378684
H  2.932828  1.257657  3.776079
C  -1.051967  0.160528  -2.247650
C  -2.047391  -0.209781  -1.119982
S  -2.009295  -1.973221  -1.033606
S  -1.985020  -2.279539  -3.027890
C  -1.562486  -0.574426  -3.505898
H  -0.050467  -0.183693  -1.925224
H  -1.002719  1.257922  -2.384597
H  -1.840509  0.217876  -0.120090
H  -3.088123  0.053709  -1.389963
H  -2.509116  -0.061708  -3.763713
H  -0.868181  -0.448075  -4.358797

Cartesian forces (eV/Å) of the 3 atoms listed first:
-1.3 -1.0 0.8
-0.1 -1.5 -0.1
-1.2 0.5 -0.4

***

(3)
Formula: C6H12Si
Source: OMol25
Level of theory: ωB97M-V/def2-TZVPD

Values from the calculation:
Energy above the lowest of the compared OMol25 structures with the same formula, charge and spin ... 45.3 kcal/mol
LUMO energy ... 0.0307 hartree
SMILES ... C=C[C@H]1C[Si]1(C)C
HOMO ... -8.08 eV
M ... 112.248 g mol⁻¹
Frontier orbital gap ... 8.92 eV
Largest force on an atom ... 3.2 eV Å⁻¹
DFT total energy ... -525.228708 hartree

Cartesian coordinates (Å):
C  -0.287026  2.753087  -1.762831
C  0.316138  1.669209  -1.268285
C  -0.372080  0.356100  -0.980812
C  0.528291  -1.004773  -1.253400
Si  0.021961  -0.844934  0.458913
C  1.473537  -0.285775  1.515956
C  -1.382528  -1.743307  1.436797
H  0.333575  3.555996  -2.001071
H  -1.335132  2.771005  -2.196415
H  1.328878  1.665904  -1.054126
H  -1.393778  0.375493  -1.358335
H  0.030828  -1.712960  -1.819720
H  1.563247  -0.826583  -1.443172
H  2.407629  -0.395102  1.040374
H  1.173527  0.809438  1.588185
H  1.423580  -0.816310  2.511682
H  -1.743804  -2.627598  0.991799
H  -1.047643  -1.749684  2.461725
H  -2.228887  -1.035798  1.383194

Cartesian forces (eV/Å) of the 3 atoms listed first:
-1.2 -1.5 -0.8
-3.0 -1.3 0.0
1.2 -0.3 0.4

***

(4)
Formula: C6H13BFNO2
Source: OMol25
Level of theory: ωB97M-V/def2-TZVPD

Values from the calculation:
Energy above the lowest of the compared OMol25 structures with the same formula, charge and spin ... 14.2 kcal/mol
LUMO energy ... 0.0149 hartree
SMILES ... C[C@@H]1CCCC=N1.O=BO.F
HOMO ... -10.08 eV
M ... 160.985 g mol⁻¹
Frontier orbital gap ... 10.49 eV
Largest force on an atom ... 5.4 eV Å⁻¹
DFT total energy ... -566.395083 hartree

Cartesian coordinates (Å):
C  -1.705725  0.797754  -0.826045
C  -0.595907  0.627664  0.215500
C  0.256749  1.943691  0.131652
C  1.388476  1.822645  -0.852043
C  2.268567  0.523484  -0.691512
C  1.450649  -0.627320  -0.216227
N  0.213457  -0.573335  0.065874
H  -1.418899  1.128028  -1.812006
H  -2.562851  1.489988  -0.371383
H  -2.027136  -0.157029  -0.996617
H  -0.941211  0.705783  1.260304
H  0.874795  2.233613  1.051397
H  -0.461432  2.727012  0.044540
H  0.866194  1.758914  -1.740754
H  1.902819  2.781414  -0.839575
H  2.801687  0.209665  -1.468810
H  2.969379  0.555772  0.066055
H  1.867367  -1.521760  -0.146759
O  -2.527398  -1.601215  2.917522
B  -1.806330  -1.893731  1.986746
O  -1.282379  -2.528964  0.937332
H  -0.788124  -1.871270  0.307457
F  -0.154520  -4.522216  0.145832
H  -0.588229  -4.008586  0.831519

Cartesian forces (eV/Å) of the 3 atoms listed first:
-1.0 2.0 2.2
2.0 3.0 -0.1
2.0 -1.1 2.9

***

(5)
Formula: C6H13BrN
Source: OMol25
Level of theory: ωB97M-V/def2-TZVPD

Values from the calculation:
Net charge ... +1
Energy above the lowest of the compared OMol25 structures with the same formula, charge and spin ... 58.0 kcal/mol
LUMO energy (spin up / spin down) ... -0.2297 / -0.2400 hartree
HOMO (spin up / spin down) ... -14.17 / -14.04 eV
M ... 179.081 g mol⁻¹
Frontier orbital gap (spin up / spin down) ... 7.92 / 7.51 eV
Largest force on an atom ... 4.0 eV Å⁻¹
DFT total energy ... -2864.800454 hartree

Cartesian coordinates (Å):
C  -0.094950  -0.299068  -0.108384
C  -1.095516  1.641531  0.775667
C  -1.639281  0.798711  -1.660126
C  1.051385  -2.217939  0.916507
C  2.200271  -0.182165  0.166742
C  -0.592255  0.983499  -0.555435
N  0.915361  -0.905207  0.274752
Br  -2.230215  -1.981341  -0.092156
H  -1.974021  1.101635  1.196839
H  -1.382167  2.590555  0.488313
H  -0.323245  1.584650  1.549967
H  -1.239872  -0.015005  -2.334520
H  -2.586606  0.485082  -1.193607
H  -1.873539  1.718608  -2.312432
H  1.899168  -2.551822  0.485343
H  0.114067  -2.858359  0.773941
H  1.210318  -1.952681  1.921590
H  1.993982  0.777610  0.657203
H  2.391969  0.123625  -0.880601
H  3.060375  -0.535595  0.694480
H  0.194769  1.693677  -0.764082

Cartesian forces (eV/Å) of the 3 atoms listed first:
-3.0 -1.9 -0.5
-0.6 -2.9 0.7
-0.1 0.4 -1.5

***

(6)
Formula: C6H13Cl
Source: OMol25
Level of theory: ωB97M-V/def2-TZVPD

Values from the calculation:
Energy above the lowest of the compared OMol25 structures with the same formula, charge and spin ... 60.9 kcal/mol
LUMO energy (spin up / spin down) ... 0.0325 / 0.0242 hartree
HOMO (spin up / spin down) ... -7.58 / -7.24 eV
M ... 120.623 g mol⁻¹
Frontier orbital gap (spin up / spin down) ... 8.46 / 7.90 eV
Largest force on an atom ... 3.8 eV Å⁻¹
DFT total energy ... -696.449824 hartree

Cartesian coordinates (Å):
C  1.903549  -0.334444  0.648631
C  1.208439  1.882589  -0.523692
C  -1.522257  -0.080493  1.284696
C  -1.425811  -1.562450  -1.006261
C  1.217634  0.420031  -0.334790
C  -1.378597  -0.267304  -0.187942
Cl  -2.268644  0.997520  -1.013782
H  2.973314  -0.368822  0.431015
H  1.593959  -1.403459  0.533307
H  2.022435  -0.115372  1.756069
H  0.187063  2.222870  -0.723993
H  1.915423  2.281444  -1.430392
H  1.516469  2.401975  0.430984
H  -2.518477  -0.403029  1.572543
H  -0.828688  -0.822669  1.799575
H  -1.316934  0.959529  1.504840
H  -2.256636  -2.189369  -0.812497
H  -0.432261  -1.952686  -0.757756
H  -1.452657  -1.475648  -2.091634
H  0.862674  -0.190219  -1.078919

Cartesian forces (eV/Å) of the 3 atoms listed first:
1.8 -2.3 2.4
1.5 1.4 -0.4
1.1 -2.3 -0.1

***

(7)
Formula: C6H13ClN2O4P
Source: OMol25
Level of theory: ωB97M-V/def2-TZVPD

Values from the calculation:
Net charge ... +1
LUMO energy ... -0.1268 hartree
SMILES ... NC[N@+](CCC(=O)O)(CC(=O)Cl)[PH2]=O
HOMO ... -14.49 eV
M ... 243.607 g mol⁻¹
Frontier orbital gap ... 11.04 eV
Largest force on an atom ... 1.0 eV Å⁻¹
DFT total energy ... -1448.186920 hartree

Cartesian coordinates (Å):
N  0.575592  2.131470  1.351020
C  0.294408  1.875376  -0.010835
N  0.404043  0.402866  -0.520358
C  -0.966555  -0.206343  -0.692553
C  -1.865830  -0.156215  0.547405
C  -1.833629  -1.382042  1.428762
O  -0.927192  -2.169965  1.450604
O  -2.917291  -1.449349  2.225105
C  1.354482  -0.425236  0.313143
C  2.009403  -1.618780  -0.392764
O  3.179222  -1.575866  -0.606420
Cl  1.074460  -2.997155  -0.825708
P  1.111451  0.501251  -2.221622
O  0.620391  -0.574342  -3.072285
H  0.132267  1.509889  2.011874
H  1.561837  2.179718  1.562703
H  -0.724927  2.171327  -0.235438
H  0.955005  2.499087  -0.605248
H  -0.873494  -1.213272  -1.076309
H  -1.463718  0.374801  -1.464472
H  -2.887859  -0.060367  0.191738
H  -1.706389  0.711840  1.183993
H  -3.298450  -2.338932  2.202645
H  0.844814  -0.726862  1.220197
H  2.189033  0.207490  0.591264
H  2.483541  0.553958  -1.957945
H  0.675383  1.775652  -2.598499

Cartesian forces (eV/Å) of the 3 atoms listed first:
0.3 -0.6 -0.2
-0.1 0.5 0.8
0.6 -0.3 -0.7

***

(8)
Formula: C6H13ClN3S
Source: OMol25
Level of theory: ωB97M-V/def2-TZVPD

Values from the calculation:
Net charge ... +1
Energy above the lowest of the compared OMol25 structures with the same formula, charge and spin ... 16.9 kcal/mol
LUMO energy ... -0.1101 hartree
HOMO ... -13.17 eV
M ... 194.711 g mol⁻¹
Frontier orbital gap ... 10.18 eV
Largest force on an atom ... 4.7 eV Å⁻¹
DFT total energy ... -1258.774218 hartree

Cartesian coordinates (Å):
C  0.111051  0.323461  0.739463
C  0.186352  -0.048297  -1.810319
C  -1.197988  -0.522262  -1.467987
C  0.807040  -0.803987  -3.002924
C  -0.272102  0.260968  3.053659
C  2.015708  0.977951  2.175605
N  -1.109264  0.242716  0.304962
N  -2.286862  -0.308209  -2.207620
N  0.608482  0.466802  1.940908
S  1.377975  0.175334  -0.464835
Cl  -1.216980  -2.258642  -0.931685
H  0.093237  0.981179  -2.169992
H  1.954677  -0.544494  -2.913206
H  0.369322  -0.522389  -3.906317
H  0.845053  -1.921911  -2.853163
H  -1.120177  0.914437  3.175401
H  -0.615368  -0.742639  3.173653
H  0.217862  0.556404  4.049496
H  2.748059  0.634294  1.517092
H  1.789069  2.057287  2.290132
H  2.302294  0.425239  3.109823
H  -1.940532  0.100030  0.970447
H  -2.597265  0.411492  -2.766443
H  -3.069645  -0.854763  -2.006151

Cartesian forces (eV/Å) of the 3 atoms listed first:
0.9 0.0 -1.1
0.1 1.1 -1.9
0.8 -1.1 2.5

***

> The lowest DFT total energy belongs to which entry?

C6H13BrN

***

> What is the formula in the first record?

C6H12P2

***

> What is the DFT total energy in the fifth record?

-2864.800454 hartree